[1]
65
Properties=species:S:1:pos:R:3:forces:R:3:mulliken_spin:R:1 method="wB97M-V/def2-TZVPD" charge=0 relative_energy_kj_mol=25.6 s_squared=0.757 multiplicity=2 e_homo_ev="-7.7 / -7.5" lumo_energy_ev="-0.34 / -0.30" e_tot_ev=-156462.403
Ru -0.4246 -0.4427 -0.6246 0.7 -0.3 -0.6 0.867
C 2.2799 -2.1062 -3.6451 0.1 0.0 0.1 0.001
C 1.6773 -1.3092 -2.5333 0.3 -0.1 0.1 0.015
N 0.5978 -1.6395 -1.9353 -0.5 0.1 -0.8 -0.016
N 0.0187 -2.8306 -2.3259 0.2 -0.1 -0.1 0.002
C -1.2698 -2.8024 -2.2492 0.0 0.0 0.0 0.004
N -1.9649 -3.9128 -2.6189 -0.1 0.1 0.0 0.002
S -2.1846 -1.4217 -1.7010 -0.2 -0.1 0.5 0.048
C 2.3420 -0.1155 -1.9943 -0.1 -0.1 0.1 -0.023
C 3.5767 0.3066 -2.4643 0.0 0.0 -0.1 -0.002
C 4.1944 1.3897 -1.8643 0.0 0.0 0.0 0.001
C 3.5553 2.0107 -0.8108 0.0 0.1 0.0 -0.001
C 2.3210 1.5331 -0.4010 0.0 -0.1 -0.1 0.002
N 1.7151 0.4906 -0.9699 0.0 0.3 0.4 0.010
H 1.5163 -2.6998 -4.1342 0.0 0.0 0.0 0.000
H 3.0406 -2.7870 -3.2543 0.0 0.0 0.0 0.000
H 2.7519 -1.4496 -4.3745 0.0 0.0 0.0 0.000
H -1.4932 -4.5680 -3.2202 0.0 0.0 0.0 0.001
H -2.9554 -3.8075 -2.7539 0.0 0.0 0.0 0.002
H 4.0496 -0.2128 -3.2841 0.0 0.0 0.0 0.000
H 5.1585 1.7339 -2.2149 0.0 0.0 0.0 0.000
H 3.9840 2.8639 -0.3039 0.0 0.0 0.0 0.000
H 1.7983 2.0122 0.4083 0.0 0.0 0.0 0.001
F 1.6419 5.0819 0.3006 0.0 0.0 0.0 0.000
C 0.7196 4.8904 -0.6491 0.0 0.0 -0.1 0.000
F 1.2901 4.2055 -1.6470 0.0 0.0 0.0 0.000
F 0.3335 6.0732 -1.1129 0.0 0.0 0.0 0.000
S -0.6949 3.9395 0.0449 0.1 -0.2 0.0 0.001
O -0.0812 2.7726 0.6237 -0.1 0.3 0.1 -0.002
O -1.3858 4.8619 0.8848 0.0 0.0 0.0 0.000
N -1.4970 3.6358 -1.2743 0.2 0.0 -0.1 -0.001
S -1.7360 2.2711 -1.9722 -0.7 -0.5 0.2 0.001
O -0.6141 1.3216 -2.0622 -0.1 0.3 0.2 0.013
O -2.9890 1.6648 -1.6225 0.1 0.1 -0.1 0.002
C -1.9733 2.8424 -3.7003 0.3 0.1 -0.1 0.003
F -0.9307 3.5644 -4.1134 0.0 0.0 0.0 0.000
F -3.0735 3.5752 -3.7896 0.0 0.0 0.0 0.000
F -2.0946 1.7761 -4.4856 0.0 0.0 0.0 0.001
C 1.5116 -0.2863 2.1694 -0.1 0.1 -0.1 0.003
C 0.7081 -1.5539 1.9295 0.0 -0.2 0.0 0.004
C 1.4960 -2.7901 2.3342 0.0 -0.1 0.0 -0.002
O 0.3231 -1.7614 0.5826 0.0 0.0 0.3 0.074
H 1.7462 -0.1764 3.2312 0.0 -0.1 0.0 -0.001
H 0.9245 0.5854 1.8684 0.1 0.0 0.0 0.000
H 2.4486 -0.3107 1.6104 0.0 0.0 0.0 0.000
H -0.1563 -1.4915 2.5929 -0.1 -0.1 0.0 0.006
H 2.3803 -2.8869 1.7002 0.0 0.0 0.0 0.000
H 0.8856 -3.6856 2.2033 0.0 0.0 0.0 -0.001
H 1.8133 -2.7291 3.3771 0.0 0.0 0.0 0.000
C -2.6559 -2.8252 1.5256 0.0 0.0 0.0 -0.002
N -2.4318 -1.9123 2.6401 -0.2 -0.1 0.1 0.000
C -2.3729 -2.2654 3.9715 0.0 0.0 -0.1 -0.001
C -2.1231 -1.1384 4.6715 0.0 0.1 0.0 0.001
N -2.0300 -0.1109 3.7552 0.1 -0.1 0.1 -0.001
C -1.7001 1.2790 4.0477 0.0 0.0 0.0 0.002
C -2.2083 -0.5943 2.5099 0.0 0.2 0.0 -0.001
Se -2.2598 0.4634 0.9763 -0.1 0.2 0.2 -0.009
H -2.9290 -3.7960 1.9317 0.0 0.0 0.0 -0.002
H -1.7450 -2.9003 0.9334 0.0 0.0 0.0 0.001
H -3.4576 -2.4371 0.9016 0.0 0.0 0.0 -0.001
H -2.5102 -3.2805 4.2974 0.0 0.0 0.0 0.000
H -2.0064 -0.9755 5.7276 0.0 0.0 0.0 0.000
H -1.5026 1.3671 5.1132 0.0 0.0 0.0 0.000
H -2.5259 1.9283 3.7677 0.0 0.0 0.0 0.001
H -0.8223 1.5729 3.4753 0.0 0.0 0.0 -0.002

---

[2]
48
Properties=species:S:1:pos:R:3:forces:R:3:mulliken_charge:R:1 method="wB97M-V/def2-TZVPD" charge=0 relative_energy_kj_mol=63.1 multiplicity=1 e_homo_ev=-9.1 lumo_energy_ev=0.72 e_tot_ev=-31453.625
C 1.9018 -3.0065 -3.6258 0.1 0.2 0.3 -1.183
C 2.8698 -2.4979 -2.5675 0.2 -0.1 -0.5 -0.234
H 3.5575 -1.7684 -3.0076 0.0 -0.1 0.1 0.329
H 3.4332 -3.3210 -2.1230 0.0 0.1 0.0 0.345
O 2.1932 -1.8845 -1.4665 -0.1 -0.2 0.2 -0.284
C 1.8291 -0.6066 -1.6085 -0.1 0.4 0.2 -0.852
O 2.0197 0.0371 -2.6069 0.0 0.0 -0.2 -0.626
C 1.2417 -0.0456 -0.3158 0.0 0.0 -0.2 2.823
C 2.4247 0.0432 0.6830 0.0 0.2 0.1 -0.992
H 3.3774 0.0027 0.1514 0.0 0.0 0.0 0.291
C 2.3790 1.3453 1.4862 0.4 -0.2 0.2 -1.250
N 1.0171 1.7016 1.8165 0.2 -0.2 -0.2 0.179
C 0.6400 1.7543 3.1066 -0.4 0.1 0.1 0.925
O 1.3967 1.4944 4.0238 0.1 0.0 0.4 -0.696
C -0.7884 2.2240 3.3937 0.0 0.1 0.2 -0.816
H -0.9323 3.2318 2.9699 0.0 -0.1 0.0 0.339
O -1.7472 1.3299 2.8710 0.3 -0.2 0.0 -0.126
C -3.0583 1.6707 3.2504 -0.1 0.1 0.0 -0.849
H -3.7171 0.9176 2.8222 -0.1 0.0 0.0 0.240
H -3.1661 1.6711 4.3408 0.0 0.0 0.0 0.325
H -3.3355 2.6606 2.8676 0.0 0.0 0.0 0.348
H -0.8870 2.2886 4.4858 0.1 0.0 -0.2 0.395
C 0.1755 2.0266 0.6821 -0.4 0.2 -0.3 -0.686
H -0.8389 1.6828 0.8808 0.1 0.1 0.0 0.378
C 0.7027 1.3624 -0.5911 0.1 -0.1 0.0 -1.472
H 1.5048 1.9534 -1.0351 -0.1 0.0 0.0 0.506
H -0.1018 1.3101 -1.3255 0.0 0.1 0.0 0.428
H 0.1516 3.1159 0.5362 -0.1 -0.1 0.0 0.298
H 2.9271 1.2348 2.4234 0.0 0.1 -0.2 0.496
H 2.8244 2.1644 0.9124 0.0 0.0 0.0 0.376
H 2.3865 -0.8127 1.3566 0.0 0.0 0.0 0.360
C 0.1496 -0.9748 0.2546 0.1 0.0 -0.1 -1.512
C -1.1407 -0.9472 -0.5161 -0.2 -0.1 0.1 0.373
C -1.1950 -1.3754 -1.8366 -0.1 0.0 -0.1 -0.146
C -2.3980 -1.3385 -2.5137 0.0 0.0 0.1 0.141
C -3.5649 -0.8919 -1.9223 0.1 -0.1 -0.2 -0.592
C -3.5079 -0.4775 -0.6033 0.0 0.0 -0.1 -0.601
C -2.3109 -0.5062 0.0916 0.0 0.0 0.1 -0.615
H -2.2796 -0.1883 1.1222 0.0 0.0 0.1 0.361
H -4.4066 -0.1304 -0.1156 -0.1 0.0 0.0 0.385
H -4.4847 -0.8785 -2.4846 -0.1 0.0 -0.1 0.459
F -2.4326 -1.7606 -3.7971 0.0 0.0 0.1 -0.331
H -0.3182 -1.7398 -2.3445 0.1 -0.1 -0.1 0.561
H 0.5453 -1.9933 0.2591 0.0 0.1 0.1 0.599
H -0.0482 -0.6818 1.2865 0.0 0.0 0.0 0.568
H 2.4567 -3.5314 -4.3981 0.0 -0.1 -0.1 0.434
H 1.1807 -3.6910 -3.1845 -0.1 -0.1 0.0 0.291
H 1.3742 -2.1735 -4.0847 0.0 0.0 -0.1 0.307

---

[3]
46
Properties=species:S:1:pos:R:3:forces:R:3:mulliken_charge:R:1 method="wB97M-V/def2-TZVPD" charge=0 relative_energy_kj_mol=43.5 multiplicity=1 e_homo_ev=-9.1 lumo_energy_ev=0.77 e_tot_ev=-26132.478
O 0.3029 2.0375 1.0848 0.1 0.2 0.3 -0.694
C -0.0495 1.1358 0.3533 -0.5 -0.3 0.1 -0.339
N 0.3029 1.0406 -0.9430 0.1 -0.1 -0.5 0.082
H -0.0012 0.2433 -1.4803 -0.1 0.1 0.1 0.226
C 1.2478 1.9443 -1.5552 0.2 0.1 -0.1 -0.977
H 1.4301 2.7328 -0.8222 0.0 0.0 -0.1 0.530
H 0.8042 2.3872 -2.4530 0.1 0.0 0.1 0.393
C 2.5569 1.2287 -1.9169 -0.1 0.1 0.1 -1.200
C 3.0944 0.4539 -0.7441 0.1 -0.1 -0.1 0.884
C 3.2398 -0.9252 -0.8160 0.1 0.1 0.0 -0.496
C 3.6945 -1.6474 0.2749 0.0 -0.1 0.0 -0.347
C 4.0030 -0.9959 1.4559 0.0 -0.1 0.1 -0.543
C 3.8700 0.3808 1.5343 0.0 0.1 0.1 -0.702
C 3.4227 1.1004 0.4417 0.0 0.0 0.0 -0.212
H 3.3209 2.1723 0.5151 -0.1 0.1 0.0 0.345
H 4.1129 0.8960 2.4515 0.0 0.0 0.1 0.387
H 4.3494 -1.5580 2.3105 0.0 0.0 0.1 0.400
H 3.8015 -2.7200 0.2026 0.0 -0.1 0.0 0.388
H 3.0043 -1.4404 -1.7381 0.0 0.0 -0.1 0.349
H 2.3803 0.5493 -2.7540 0.1 0.0 0.0 0.404
H 3.2820 1.9798 -2.2377 0.0 0.0 -0.1 0.370
C -0.9389 -0.0067 0.8708 0.2 0.3 0.2 0.629
N -1.7288 -0.6378 -0.1588 -0.1 0.2 0.3 0.001
C -1.2062 -1.8024 -0.6104 0.4 -0.4 0.1 0.325
O -1.6462 -2.4526 -1.5339 -0.2 -0.2 -0.2 -0.684
C 0.0312 -2.1178 0.2159 0.0 -0.1 0.0 0.104
C -0.0404 -1.1465 1.3904 0.1 0.0 0.0 -0.806
H 0.9383 -0.7768 1.6932 0.0 0.0 0.0 0.285
H -0.5107 -1.6226 2.2513 0.0 0.0 0.0 0.401
H 0.0249 -3.1635 0.5182 0.0 0.0 -0.1 0.466
H 0.9213 -1.9530 -0.3937 -0.1 0.0 0.0 -0.338
C -2.9770 -0.1267 -0.6985 -0.3 -0.1 -0.5 -0.339
C -3.1659 1.3803 -0.5032 0.1 0.0 0.0 -0.643
C -3.9936 1.5580 0.7845 0.0 0.1 0.1 -0.787
H -3.4243 2.0843 1.5498 0.0 0.1 0.0 0.298
H -4.8854 2.1485 0.5776 0.0 0.1 0.0 0.372
C -4.3820 0.1462 1.2503 -0.1 0.0 0.0 -0.647
H -5.4056 0.1079 1.6197 0.0 0.0 0.1 0.461
H -3.7281 -0.1884 2.0564 0.0 0.0 0.1 0.237
C -4.1880 -0.7373 0.0210 0.1 0.0 0.0 -0.907
H -4.0228 -1.7845 0.2674 0.0 -0.1 -0.1 0.383
H -5.0570 -0.6701 -0.6339 -0.1 0.0 -0.1 0.364
H -3.7138 1.7752 -1.3586 0.1 0.0 0.0 0.461
H -2.2158 1.9077 -0.4502 0.0 0.1 -0.1 0.130
H -2.9777 -0.4102 -1.7566 0.0 0.1 0.2 0.695
H -1.5613 0.4090 1.6659 0.1 0.0 -0.1 0.288

---

[4]
48
Properties=species:S:1:pos:R:3:forces:R:3:mulliken_charge:R:1 method="wB97M-V/def2-TZVPD" charge=0 relative_energy_kj_mol=60.1 multiplicity=1 e_homo_ev=-8.5 lumo_energy_ev=0.72 e_tot_ev=-30227.113
C -2.6316 -4.3319 -2.9840 0.1 0.0 0.2 -1.453
C -2.0233 -3.8140 -1.6850 0.0 0.2 -0.2 -0.654
H -1.1368 -4.4103 -1.4530 0.0 0.0 0.1 0.385
H -2.7527 -3.9415 -0.8809 0.1 -0.1 0.1 0.394
C -1.6480 -2.3405 -1.8248 -0.1 -0.3 0.0 -0.403
C -1.0753 -1.6817 -0.6050 0.1 0.7 -0.2 0.496
C -0.7554 -0.3620 -0.5558 0.0 0.0 0.4 -0.559
C -0.9332 0.5331 -1.6902 -0.1 -0.2 -0.2 0.349
O -1.3670 0.2233 -2.7806 0.0 0.2 -0.1 -0.704
O -0.5314 1.7897 -1.3985 0.0 -0.2 0.3 -0.166
C -0.6528 2.7551 -2.4375 -0.1 0.3 -0.5 -0.356
C -2.0585 3.3373 -2.5023 0.3 -0.3 0.1 -1.124
H -2.3337 3.7646 -1.5410 0.0 0.1 0.1 0.292
H -2.0985 4.1129 -3.2618 0.0 0.1 -0.1 0.397
H -2.7687 2.5552 -2.7586 -0.1 0.0 0.0 0.284
H 0.0824 3.5256 -2.1945 -0.1 -0.1 0.0 0.352
H -0.3978 2.2841 -3.3928 0.0 0.1 0.2 0.317
C -0.1357 0.2110 0.6948 0.1 0.1 -0.2 0.860
N -0.4814 -0.6192 1.8377 -0.1 0.3 0.1 -0.089
C -0.6390 -1.9543 1.7825 -0.1 -0.1 0.1 0.171
O -0.6563 -2.6896 2.7456 0.1 -0.3 0.2 -0.703
N -0.8721 -2.4557 0.5040 0.0 -0.3 -0.2 -0.095
H -1.0920 -3.4397 0.4709 0.0 0.1 0.1 0.235
H -0.2355 -0.2329 2.7374 0.0 -0.2 0.0 0.160
C 1.3751 0.3622 0.5914 -0.1 0.1 0.2 0.338
C 2.1076 -0.1421 -0.4662 0.0 0.1 0.1 -0.301
C 3.4832 0.0175 -0.5225 0.2 0.0 0.0 -1.027
C 4.1338 0.6863 0.4949 0.0 -0.1 -0.1 -0.684
C 3.4215 1.1915 1.5706 -0.1 0.2 0.3 -0.575
C 2.0438 1.0304 1.6303 0.2 -0.2 -0.4 0.321
O 1.2574 1.4768 2.6520 -0.2 -0.1 -0.2 -0.275
C 1.8500 2.1788 3.7276 0.1 0.2 0.4 -0.390
C 0.7412 2.5397 4.7042 0.2 -0.1 -0.4 -1.437
H 1.1528 3.0998 5.5387 0.0 0.1 0.1 0.430
H 0.2668 1.6379 5.0823 -0.1 -0.1 0.1 0.324
H -0.0109 3.1447 4.2049 -0.1 0.1 0.0 0.316
H 2.3425 3.0884 3.3582 0.0 -0.2 0.0 0.393
H 2.5999 1.5472 4.2232 0.0 0.1 -0.1 0.404
H 3.9511 1.7078 2.3557 0.0 0.0 0.1 0.389
H 5.2049 0.8192 0.4621 0.1 0.0 0.0 0.393
H 4.0393 -0.3797 -1.3577 0.1 0.0 -0.1 0.398
H 1.5951 -0.6608 -1.2623 -0.1 0.0 -0.1 0.434
H -0.5512 1.2085 0.8867 0.1 -0.3 -0.1 0.324
H -0.9317 -2.2224 -2.6422 -0.1 0.0 0.0 0.315
H -2.5274 -1.7684 -2.1308 0.1 0.0 0.0 0.432
H -3.5276 -3.7700 -3.2362 -0.1 0.0 -0.1 0.343
H -1.9242 -4.2305 -3.8036 0.0 0.0 -0.1 0.348
H -2.8991 -5.3815 -2.8880 0.0 -0.1 -0.1 0.406